DFT (ωB97M-V with the def2-TZVPD basis set) results for a structure of composition C49H64CoN2O2 at a distorted geometry.

## Properties
Highest occupied orbital energy (alpha / beta)   -4.00 / -4.55 eV
Frontier orbital gap (alpha / beta)   6.50 / 6.32 eV
Spin multiplicity   5
E   -96556.35435 eV
Net charge   -1
<S²>   6.04

Last column: Löwdin charge in e.
CARTESIAN COORDINATES (ANGSTROEM)
Co -0.28541 0.04520 1.45423  0.700
C 1.24720 0.13052 4.03236  -0.083
N -0.03100 0.66416 3.56143  -0.300
C -1.14620 0.07474 4.30652  -0.084
C -0.05141 2.13149 3.66058  -0.174
C 0.56172 2.82135 2.45275  -0.170
N -0.15715 2.51631 1.22242  -0.175
C 0.57906 3.00089 0.05391  -0.124
C 1.87018 2.31863 -0.35924  -0.117
C 2.59233 2.99360 -1.33998  -0.011
C 3.75654 2.48541 -1.88251  -0.190
C 4.18017 1.24483 -1.39724  0.000
C 3.50505 0.52605 -0.42456  -0.078
C 2.30031 1.06793 0.12713  -0.285
O 1.64450 0.44580 1.07692  -0.207
C 4.03024 -0.83278 0.05402  -0.531
C 2.99174 -1.93046 -0.22141  -0.040
C 4.33242 -0.77639 1.56150  -0.040
C 5.32546 -1.24079 -0.65451  -0.084
C 4.55394 3.19234 -2.97662  -0.565
C 5.99974 3.42329 -2.51506  -0.057
C 4.56683 2.32754 -4.24751  -0.054
C 3.94875 4.55060 -3.33388  -0.080
C -1.48595 3.14559 1.21317  -0.138
C -2.38821 2.63685 0.13008  -0.147
C -2.91305 3.48048 -0.83120  -0.011
C -3.79019 3.01557 -1.80462  -0.186
C -4.12525 1.66489 -1.74940  0.014
C -3.62824 0.77269 -0.79759  -0.079
C -2.71335 1.26354 0.16820  -0.292
O -2.15976 0.51376 1.09642  -0.191
C -4.02677 -0.70835 -0.81551  -0.530
C -5.07412 -1.02334 -1.88945  -0.082
C -2.78614 -1.56665 -1.11082  -0.040
C -4.62911 -1.13171 0.53449  -0.045
C -4.34087 3.97590 -2.85995  -0.565
C -5.17632 5.07014 -2.17831  -0.058
C -5.23142 3.26832 -3.88276  -0.076
C -3.17959 4.63440 -3.61896  -0.058
H 1.40565 0.37071 5.09272  0.090
H 1.25960 -0.95220 3.89849  0.079
H 2.05733 0.54566 3.43426  0.071
H -1.14064 0.39346 5.35785  0.089
H -2.08760 0.36541 3.83762  0.086
H -1.06872 -1.01215 4.26436  0.078
H -1.08723 2.44107 3.77958  0.104
H 0.48218 2.45864 4.56326  0.123
H 0.57902 3.90792 2.64425  0.128
H 1.59060 2.48661 2.32026  0.119
H -0.11314 2.94665 -0.78881  0.130
H 0.79569 4.07456 0.20178  0.126
H 2.20632 3.95327 -1.67255  0.103
H 5.08837 0.82599 -1.81246  0.086
H 2.05173 -1.72170 0.28306  0.045
H 2.79987 -2.01167 -1.29674  0.089
H 3.36508 -2.89759 0.13380  0.084
H 3.43588 -0.49811 2.11125  0.053
H 4.67008 -1.75750 1.91462  0.082
H 5.12074 -0.04526 1.76657  0.085
H 5.18284 -1.33215 -1.73519  0.081
H 6.13666 -0.53060 -0.46697  0.080
H 5.64006 -2.21749 -0.27591  0.080
H 6.50132 2.48129 -2.28256  0.074
H 6.57519 3.92960 -3.29755  0.077
H 6.01689 4.04382 -1.61554  0.087
H 5.02562 1.35479 -4.05805  0.076
H 3.54572 2.15349 -4.59503  0.088
H 5.12881 2.82299 -5.04755  0.078
H 3.92419 5.21658 -2.46696  0.084
H 4.55294 5.02760 -4.11071  0.078
H 2.93017 4.44518 -3.71684  0.083
H -1.97090 2.94107 2.16578  0.114
H -1.37656 4.23938 1.12587  0.124
H -2.61628 4.52705 -0.81297  0.110
H -4.81203 1.28180 -2.48933  0.077
H -4.69382 -0.83640 -2.89764  0.080
H -5.33359 -2.08405 -1.82633  0.080
H -5.98892 -0.44064 -1.74625  0.082
H -2.38406 -1.33014 -2.10143  0.091
H -2.00782 -1.40212 -0.36795  0.045
H -3.04876 -2.62948 -1.08704  0.078
H -5.56310 -0.59300 0.72367  0.083
H -4.84722 -2.20481 0.51735  0.080
H -3.93393 -0.93065 1.34670  0.070
H -6.01512 4.62573 -1.63617  0.087
H -4.57517 5.63513 -1.46259  0.074
H -5.57412 5.77231 -2.91998  0.078
H -6.11526 2.83330 -3.40917  0.084
H -5.57087 3.98745 -4.63349  0.079
H -4.68764 2.47194 -4.39737  0.086
H -2.54835 5.22311 -2.94974  0.073
H -2.55100 3.87434 -4.09016  0.090
H -3.56131 5.30248 -4.39868  0.077
C -0.21956 -1.93322 1.58135  -0.006
C -0.18066 -3.16177 1.64981  -0.141
C -0.12738 -4.55250 1.75661  -0.145
C 0.56494 -5.16002 2.89028  -0.174
C 0.80755 -4.42056 4.06273  -0.027
C 1.49380 -4.96979 5.13081  -0.094
C 1.96975 -6.27647 5.06819  -0.113
C 1.75020 -7.01860 3.91520  -0.099
C 1.06029 -6.47355 2.84401  -0.047
C -0.74238 -5.35504 0.69086  -0.182
C -1.34263 -6.59499 0.94527  -0.053
C -1.95542 -7.31293 -0.06987  -0.098
C -1.98671 -6.81223 -1.36529  -0.109
C -1.40683 -5.57665 -1.63095  -0.090
C -0.79658 -4.85650 -0.61763  -0.028
H 0.44271 -3.40179 4.10456  0.091
H 1.66305 -4.37751 6.02235  0.096
H 2.51480 -6.70406 5.90075  0.091
H 2.13441 -8.02958 3.84657  0.095
H 0.92682 -7.05984 1.94477  0.104
H -1.34478 -6.98463 1.95599  0.109
H -2.42346 -8.26501 0.15060  0.095
H -2.47272 -7.37000 -2.15654  0.092
H -1.43563 -5.17154 -2.63555  0.100
H -0.35568 -3.88631 -0.81729  0.111